[1]
Here is C45H47FNP2S3V as an isolated structure at a distorted geometry from the OMol25 dataset. Energies are from ωB97M-V with the def2-TZVPD basis set.

Each line ends with the Löwdin spin population.
Element x y z (Å)
V -0.555 -0.546 -0.012  2.17
C 0.889 1.751 2.406  -0.01
N 0.819 2.761 1.378  0.00
C -0.522 3.041 0.931  0.00
P -1.068 1.721 -0.250  0.00
C -0.534 2.380 -1.853  0.01
C -1.405 2.574 -2.922  0.00
C -0.915 3.035 -4.135  0.00
C 0.440 3.292 -4.288  0.00
C 1.314 3.079 -3.231  0.00
C 0.835 2.616 -2.015  0.00
C -2.878 1.808 -0.138  0.00
C -3.549 0.685 0.352  0.01
C -4.930 0.678 0.465  0.00
C -5.650 1.805 0.094  0.00
C -4.990 2.939 -0.363  0.00
C -3.608 2.946 -0.476  0.00
C 1.752 3.843 1.463  0.00
C 3.108 3.564 1.313  0.00
C 4.039 4.588 1.361  0.00
C 3.626 5.900 1.549  0.00
C 2.279 6.178 1.715  0.00
C 1.342 5.154 1.680  0.00
P 0.921 0.020 1.709  0.00
C 0.511 -0.947 3.188  0.01
C -0.813 -0.796 3.619  0.01
C -1.288 -1.519 4.699  0.00
C -0.440 -2.396 5.364  0.00
C 0.868 -2.557 4.937  0.00
C 1.344 -1.849 3.841  0.00
C 2.665 -0.117 1.253  0.00
C 3.675 -0.166 2.214  0.00
C 4.999 -0.271 1.817  0.00
C 5.326 -0.270 0.467  0.00
C 4.331 -0.153 -0.492  0.00
C 3.002 -0.093 -0.100  0.01
H 0.051 1.821 3.114  0.00
H 1.817 1.864 2.966  0.00
H -0.542 3.980 0.381  0.00
H -1.249 3.098 1.755  0.00
H -2.462 2.381 -2.804  0.00
H -1.598 3.202 -4.958  0.00
H 0.815 3.666 -5.232  0.00
H 2.370 3.277 -3.353  0.00
H 1.511 2.461 -1.181  0.00
H -2.983 -0.197 0.665  0.01
H -5.442 -0.196 0.846  0.00
H -6.729 1.801 0.171  0.00
H -5.558 3.820 -0.630  0.00
H -3.096 3.834 -0.829  0.00
H 3.431 2.540 1.152  0.00
H 5.091 4.366 1.240  0.00
H 4.350 6.703 1.566  0.00
H 1.950 7.193 1.890  0.00
H 0.298 5.384 1.850  0.00
H -1.468 -0.094 3.106  0.00
H -2.314 -1.402 5.024  0.00
H -0.802 -2.958 6.214  0.00
H 1.524 -3.240 5.460  0.00
H 2.355 -2.015 3.496  0.00
H 3.433 -0.098 3.266  0.00
H 5.780 -0.345 2.562  0.00
H 6.362 -0.342 0.164  0.00
H 4.590 -0.110 -1.542  0.00
H 2.217 -0.004 -0.846  0.01
C -4.521 -1.451 -3.145  0.00
C -3.449 -0.368 -3.051  0.00
S -1.945 -0.874 -2.141  0.01
C -0.659 -1.062 -3.436  0.01
C -0.638 -2.436 -4.103  0.00
S -0.525 -3.820 -2.915  0.00
C -2.074 -4.745 -3.190  0.00
C -3.354 -4.053 -2.721  0.00
S -4.050 -2.967 -4.031  0.00
H -5.340 -1.042 -3.738  0.00
H -4.912 -1.717 -2.164  0.00
H -3.862 0.491 -2.518  0.00
H -3.111 -0.049 -4.035  0.00
H 0.289 -0.827 -2.945  0.00
H -0.841 -0.282 -4.177  0.00
H 0.207 -2.503 -4.787  0.00
H -1.555 -2.584 -4.660  0.00
H -1.921 -5.663 -2.621  0.00
H -2.129 -5.014 -4.245  0.00
H -3.173 -3.455 -1.833  0.00
H -4.118 -4.798 -2.502  0.00
F 3.443 -6.273 2.397  -0.01
C 2.700 -5.300 1.886  -0.04
C 1.390 -5.160 2.315  0.00
C 0.627 -4.138 1.793  -0.03
C 1.156 -3.265 0.831  -0.01
C 0.347 -2.206 0.289  -0.14
C 2.476 -3.460 0.396  -0.03
C 3.257 -4.461 0.933  0.00
H 0.990 -5.861 3.036  0.00
H -0.394 -4.012 2.134  0.00
H 0.630 -1.908 -0.754  0.00
H -0.759 -2.370 0.405  0.00
H 2.892 -2.822 -0.373  0.00
H 4.279 -4.613 0.615  0.00

## Properties
E_HOMO (alpha / beta)   -12.821 / -12.808 eV
HOMO-LUMO gap (alpha / beta)   6.567 / 6.793 eV
Spin multiplicity   3
Energy relative to the best compared isomer or geometry (same formula, charge and spin)   0.806 eV
Expectation value of S²   2.156
E_tot   -4718.31402 a.u.
Net charge   +2

[2]
Here is a 2-piece molecular cluster, C2BrN2P overall at a distorted geometry from the OMol25 dataset. Energies are from ωB97M-V with the def2-TZVPD basis set.

Each line ends with the Mulliken charge.
Element x y z (Å)
C -1.052 1.100 -1.540  -0.20
C -0.135 -1.066 0.721  0.50
N -0.745 0.993 -0.442  -0.36
N -0.520 -1.865 -0.011  -0.25
P 0.585 0.306 1.452  0.25
Br 1.867 0.532 -0.181  0.07

## Properties
E_HOMO (alpha / beta)   -9.918 / -9.917 eV
HOMO-LUMO gap (alpha / beta)   6.477 / 6.476 eV
Energy relative to the best compared isomer or geometry (same formula, charge and spin)   2.085 eV
E_tot   -3100.93019 a.u.
Net charge   0

[3]
Here is one molecule with the formula C6H9N from the OMol25 dataset. Energies are from ωB97M-V with the def2-TZVPD basis set.

Each line ends with the Mulliken charge.
Element x y z (Å)
C -0.501 2.209 -1.265  -0.99
C -0.060 1.403 -0.296  0.34
C 0.966 0.342 -0.398  -0.40
C 0.507 -0.722 0.266  0.33
C 1.039 -2.116 0.322  -1.22
C -0.832 -0.342 0.868  -0.38
N -0.744 1.118 0.907  -0.39
H -1.433 2.754 -1.149  0.24
H 0.009 2.268 -2.218  0.27
H -1.610 -0.638 0.137  0.25
H 1.871 0.408 -0.991  0.43
H 0.258 -2.827 0.023  0.30
H 1.350 -2.390 1.337  0.29
H 1.892 -2.248 -0.349  0.32
H -1.065 -0.795 1.836  0.34
H -1.645 1.577 0.968  0.26

## Properties
E_HOMO   -8.015 eV
HOMO-LUMO gap   9.030 eV
Energy relative to the best compared isomer or geometry (same formula, charge and spin)   1.323 eV
E_tot   -288.73342 a.u.
Net charge   0

[4]
Here is C11H14N2 as an isolated structure at a distorted geometry from the OMol25 dataset. Energies are from ωB97M-V with the def2-TZVPD basis set.

Each line ends with the Mulliken charge.
Element x y z (Å)
C -2.496 -0.774 -0.772  -0.53
C -2.488 0.780 -0.728  -0.68
C -1.183 1.136 -0.017  -0.08
C -1.162 0.533 1.401  -0.68
C -0.915 -0.883 1.277  -0.68
C -0.945 -0.996 -0.384  -0.18
C 1.149 0.202 -0.438  0.64
C 2.028 1.238 -0.077  -0.46
C 3.468 1.077 -0.015  -0.33
C 3.188 -1.107 -0.112  -0.35
C 1.753 -0.982 -0.454  -0.29
H -2.616 -0.981 -1.895  0.32
H -3.187 -1.302 0.087  0.25
H -3.545 1.614 -0.641  0.25
H -1.913 0.883 -1.858  0.23
H -1.248 2.408 -0.076  0.25
H -0.385 0.908 2.032  0.31
H -2.163 0.614 1.921  0.41
H 0.073 -1.395 1.744  0.23
H -1.737 -1.440 1.753  0.42
H -0.560 -1.920 -0.800  0.42
H 1.643 2.323 -0.261  0.19
H 4.147 1.965 -0.254  0.30
H 3.667 -2.073 0.126  0.37
H 1.412 -1.896 -0.845  0.39
N -0.154 0.237 -0.689  -0.12
N 4.167 -0.170 -0.025  -0.59

## Properties
E_HOMO   -8.622 eV
HOMO-LUMO gap   9.367 eV
Energy relative to the best compared isomer or geometry (same formula, charge and spin)   5.854 eV
E_tot   -536.85492 a.u.
Net charge   0

[5]
Here is C46H37ClHfN5P2S2 as an isolated structure from the OMol25 dataset. Energies are from ωB97M-V with the def2-TZVPD basis set.

Each line ends with the Mulliken charge.
Element x y z (Å)
Hf -0.218 0.624 0.351  -0.07
N 0.340 2.977 -2.253  0.55
C 0.382 3.556 -1.005  0.05
C 0.582 4.936 -0.980  -1.07
C 0.643 5.594 0.218  -0.78
C 0.517 4.866 1.408  -1.09
C 0.312 3.530 1.317  -0.68
N 0.226 2.844 0.127  2.18
C 0.273 1.679 -2.714  0.26
C 0.292 1.499 -4.096  -1.10
C 0.189 0.235 -4.616  -0.99
C 0.081 -0.857 -3.753  -1.11
C 0.092 -0.611 -2.417  -0.87
N 0.175 0.641 -1.878  1.83
H 0.435 3.650 -2.993  0.25
H 0.691 5.475 -1.915  0.59
H 0.792 6.666 0.240  0.50
H 0.573 5.340 2.379  0.57
H 0.208 2.945 2.214  0.46
H 0.369 2.363 -4.747  0.62
H 0.200 0.089 -5.690  0.52
H 0.008 -1.874 -4.119  0.65
H 0.025 -1.429 -1.713  0.71
Cl 1.043 0.352 2.832  -0.03
C 2.613 -0.455 2.841  1.24
C 3.218 -0.617 4.071  -0.70
C 4.463 -1.225 4.100  -0.61
C 5.070 -1.640 2.920  -0.92
C 4.428 -1.465 1.704  -0.52
C 3.168 -0.871 1.651  -0.33
P 2.365 -0.532 0.054  1.52
C 3.499 0.748 -0.600  0.96
C 4.525 0.520 -1.516  -0.66
C 5.395 1.553 -1.856  -0.78
C 5.257 2.810 -1.284  -0.72
C 4.259 3.037 -0.343  -0.67
C 3.389 2.011 -0.006  -0.88
C 2.542 -2.071 -0.885  0.76
C 2.623 -2.076 -2.281  -0.59
C 2.717 -3.277 -2.971  -1.07
C 2.708 -4.480 -2.277  -0.78
C 2.594 -4.484 -0.892  -0.76
C 2.502 -3.286 -0.197  -1.07
H 2.736 -0.281 4.981  0.58
H 4.961 -1.366 5.051  0.45
H 6.051 -2.101 2.947  0.48
H 4.909 -1.792 0.788  0.51
H 4.686 -0.459 -1.942  0.52
H 6.198 1.363 -2.561  0.47
H 5.948 3.605 -1.547  0.44
H 4.179 4.003 0.146  0.51
H 2.663 2.179 0.778  0.60
H 2.634 -1.147 -2.835  0.82
H 2.807 -3.273 -4.052  0.54
H 2.790 -5.418 -2.816  0.45
H 2.586 -5.422 -0.349  0.48
H 2.414 -3.305 0.883  0.47
S -1.828 1.294 2.249  -0.62
P -2.402 -0.680 2.211  1.07
S -1.158 -1.661 0.888  -0.76
C -2.228 -1.403 3.825  1.08
C -3.107 -0.955 4.817  -0.58
C -2.997 -1.469 6.098  -0.72
C -2.024 -2.423 6.384  -0.51
C -1.155 -2.866 5.396  -0.83
C -1.248 -2.354 4.108  -0.36
C -4.107 -0.782 1.713  0.76
C -4.620 -2.044 1.396  -0.50
C -5.969 -2.178 1.115  -0.80
C -6.804 -1.063 1.165  -0.54
C -6.294 0.187 1.493  -0.85
C -4.938 0.335 1.767  -0.20
H -3.877 -0.224 4.590  0.44
H -3.676 -1.134 6.874  0.43
H -1.950 -2.830 7.386  0.43
H -0.409 -3.619 5.625  0.46
H -0.578 -2.704 3.332  0.36
H -3.972 -2.916 1.374  0.47
H -6.376 -3.153 0.874  0.48
H -7.864 -1.175 0.959  0.46
H -6.952 1.048 1.549  0.50
H -4.546 1.307 2.035  0.54
N -5.408 4.617 -0.586  -0.42
C -4.901 3.616 -0.847  -0.40
C -4.264 2.352 -1.126  -0.13
C -4.921 1.322 -1.790  -0.14
C -4.250 0.129 -1.975  -1.42
C -2.967 -0.002 -1.487  -0.12
N -2.325 0.989 -0.842  0.65
C -2.981 2.145 -0.671  -0.11
H -5.936 1.463 -2.144  0.57
H -4.716 -0.704 -2.485  0.52
H -2.439 -0.931 -1.613  0.54
H -2.467 2.938 -0.150  0.55

## Properties
E_HOMO   -16.093 eV
HOMO-LUMO gap   7.322 eV
Energy relative to the best compared isomer or geometry (same formula, charge and spin)   0.397 eV
E_tot   -4035.55980 a.u.
Net charge   +3

[6]
Here is one molecule with the formula C5H10NO at a distorted geometry from the OMol25 dataset. Energies are from ωB97M-V with the def2-TZVPD basis set.

Each line ends with the Löwdin spin population.
Element x y z (Å)
C -0.067 1.477 -1.923  0.11
O -0.896 2.444 -2.388  0.79
C -0.645 0.746 -0.658  0.03
C 0.121 -0.534 -0.211  0.00
C -0.456 -0.983 1.144  0.00
C 1.389 -1.452 2.454  0.00
N 0.515 -1.984 1.708  0.00
H 1.002 1.757 -1.785  0.01
H 0.077 0.614 -2.595  0.06
H -0.693 1.424 0.191  0.00
H -1.714 0.531 -0.944  0.00
H 0.222 -1.323 -0.958  0.00
H 1.193 -0.229 -0.084  0.00
H -0.451 -0.083 1.794  0.00
H -1.454 -1.415 1.103  0.00
H 2.112 -2.153 2.865  0.00
H 1.345 -0.364 2.708  0.00

## Properties
E_HOMO (alpha / beta)   -9.978 / -9.896 eV
HOMO-LUMO gap (alpha / beta)   10.990 / 8.288 eV
Spin multiplicity   2
Energy relative to the best compared isomer or geometry (same formula, charge and spin)   1.020 eV
Expectation value of S²   0.754
E_tot   -326.38169 a.u.
Net charge   0

[7]
Here is C6H11N as an isolated structure at a distorted geometry from the OMol25 dataset. Energies are from ωB97M-V with the def2-TZVPD basis set.

Each line ends with the Mulliken charge.
Element x y z (Å)
C 2.079 -0.498 -0.210  -1.16
C 0.669 -0.017 0.257  0.42
C 0.350 1.292 -0.076  -0.64
C -1.236 1.266 0.011  -0.82
C -1.595 -0.171 -0.447  -0.07
C -1.392 -1.403 0.266  -0.35
H 1.960 -1.001 -1.458  0.27
H 3.002 0.336 -0.285  0.29
H 2.610 -1.460 0.646  0.24
H 0.616 -0.434 1.217  0.35
H 1.036 1.737 -0.853  0.40
H 0.493 1.913 0.980  0.16
H -1.504 1.409 1.000  0.36
H -1.717 1.902 -0.711  0.36
H -2.289 -0.238 -1.306  0.31
H -1.074 -1.316 1.459  0.14
H -1.774 -2.368 -0.016  0.28
N -0.233 -0.952 -0.475  -0.52

## Properties
E_HOMO   -8.954 eV
HOMO-LUMO gap   10.095 eV
Energy relative to the best compared isomer or geometry (same formula, charge and spin)   5.434 eV
E_tot   -289.77199 a.u.
Net charge   0

[8]
Here is an isolated ion of composition C5H6ClN2O2 and charge +1 at a distorted geometry from the OMol25 dataset. Energies are from ωB97M-V with the def2-TZVPD basis set.

Each line ends with the Mulliken charge.
Element x y z (Å)
C -1.827 0.953 -0.239  -0.31
C -0.999 -1.544 0.237  -0.31
C -1.896 -0.403 -0.080  0.56
C -0.607 1.800 -0.026  0.42
C 2.352 -0.575 -0.052  -0.60
N 0.197 -1.365 0.493  0.56
N 1.252 -0.899 0.772  -0.32
O -0.595 3.006 -0.034  -0.49
O 0.589 1.143 0.171  -0.44
Cl -3.528 -1.193 -0.169  -0.18
H -2.800 1.487 -0.450  0.40
H -1.465 -2.553 0.248  0.40
H 1.924 -0.590 -1.116  0.37
H 2.872 0.317 0.169  0.24
H 3.134 -1.355 0.045  0.36
H 1.397 1.770 0.031  0.36

## Properties
E_HOMO   -14.372 eV
HOMO-LUMO gap   8.472 eV
Energy relative to the best compared isomer or geometry (same formula, charge and spin)   0.267 eV
E_tot   -913.90500 a.u.
Net charge   +1